Molecular formula: C4H5N4
Method: DFT, ωB97M-V/def2-TZVPD

Results
DFT total energy   -374.000249 Ha
Charge   +1
Max |F|   4.65 eV Å⁻¹

Each line ends with the Mulliken charge.
Positions of all 13 atoms, in Å:
N1 -0.413 1.934 -1.199  -0.4779
C1 1.152 0.444 -0.366  0.8806
C2 -1.282 2.076 -0.127  -0.0132
N2 3.158 1.083 1.002  -0.1667
N3 -1.345 1.024 0.592  -0.4282
H1 -1.899 2.893 -0.028  0.4936
N4 0.492 1.177 -1.173  0.4980
C3 1.114 -1.026 -0.399  -1.1505
H2 0.608 -1.262 0.611  0.3102
C4 2.361 0.869 0.241  -0.0396
H3 2.177 -1.536 -0.344  0.4003
H4 -2.043 1.156 1.386  0.2896
H5 0.661 -1.504 -1.204  0.4039